<A>
DFT (the ωB97M-V functional and the def2-TZVPD basis) results for an isolated molecule of C4H5ClF2.

Structure (XYZ):
```
12
Properties=species:S:1:pos:R:3
C 0.067 -1.226 0.763
C -0.876 -0.285 -0.110
C -0.205 0.868 -0.684
C 1.047 1.209 -0.702
H -0.670 -2.130 0.947
H 0.752 -1.097 1.717
H -1.334 -0.975 -0.801
H -0.880 1.852 -0.551
H 1.818 0.539 -0.529
F 0.978 -1.714 -0.141
F 1.601 2.458 -0.852
Cl -2.297 0.500 0.943
```

Values from the calculation:
HOMO-LUMO gap	0.3977	Ha
LUMO energy	0.5	eV
molecular weight	126.53	u
highest occupied orbital energy	-10.29	eV

=====

<B>
DFT (the ωB97M-V functional and the def2-TZVPD basis) results for an isolated molecule of C4H5ClF2.

Structure (XYZ):
```
12
Properties=species:S:1:pos:R:3
C -1.838 -0.012 0.786
C -1.128 0.318 -0.268
C 1.238 -0.776 -0.245
C 0.490 0.672 -0.189
F 0.940 1.399 -1.383
F 0.964 1.354 0.826
Cl 2.910 -0.646 0.309
H -2.865 -0.160 0.599
H -1.421 0.109 1.811
H -1.385 0.382 -1.237
H 1.400 -1.129 -1.324
H 0.697 -1.511 0.315
```

Values from the calculation:
HOMO-LUMO gap	0.4200	Ha
LUMO energy	0.8	eV
molecular weight	126.53	u
highest occupied orbital energy	-10.63	eV

=====

It is <B> that is the most stable of them.

=====

<A>
DFT (the ωB97M-V functional and the def2-TZVPD basis) results for an isolated molecule of H5N3.

Structure (XYZ):
```
8
Properties=species:S:1:pos:R:3
N 1.100 0.592 -0.066
N -1.225 -0.289 -0.057
N -0.320 0.849 -0.185
H 1.106 0.085 0.792
H 1.530 0.056 -0.827
H -1.225 -0.559 -0.993
H -0.621 -1.110 0.290
H -0.587 1.518 0.540
```

Values from the calculation:
HOMO-LUMO gap	0.3838	Ha
LUMO energy	1.2	eV
molecular weight	47.06	u
highest occupied orbital energy	-9.27	eV

=====

<B>
DFT (the ωB97M-V functional and the def2-TZVPD basis) results for a cluster of 2 separate species, H5N3 in total.

Structure (XYZ):
```
8
Properties=species:S:1:pos:R:3
N -0.667 -1.291 0.187
N 0.555 1.172 -0.543
N -0.060 -0.371 0.946
H -1.537 -0.971 -0.124
H 0.131 -1.540 -0.500
H 1.121 1.913 -0.108
H 1.180 0.675 -1.144
H -0.723 0.414 1.287
```

Values from the calculation:
HOMO-LUMO gap (spin up / spin down)	0.3689 / 0.3046	Ha
LUMO energy (spin up / spin down)	0.8 / 0.3	eV
molecular weight	47.06	u
highest occupied orbital energy (spin up / spin down)	-9.23 / -8.00	eV

=====

It is <A> that is the most stable of them.

=====

<A>
DFT (the ωB97M-V functional and the def2-TZVPD basis) results for a cluster of 2 separate species, C3H9N2S in total.

Structure (XYZ):
```
15
Properties=species:S:1:pos:R:3
C -1.238 -0.066 -0.026
C -0.079 1.409 -2.039
C 1.307 0.071 1.005
N -1.980 -0.920 0.662
N 1.569 -1.182 1.330
S -1.678 0.721 -1.369
H 1.436 0.735 1.791
H 0.621 0.510 -2.034
H 0.411 2.224 -1.422
H -0.369 1.743 -2.959
H 1.235 0.441 0.039
H -1.538 -1.402 1.411
H 1.796 -1.289 2.383
H -3.006 -1.054 0.546
H 1.513 -1.940 0.683
```

Values from the calculation:
HOMO-LUMO gap	0.2807	Ha
LUMO energy	-4.6	eV
molecular weight	105.19	u
net charge	+1
highest occupied orbital energy	-12.25	eV

=====

<B>
DFT (the ωB97M-V functional and the def2-TZVPD basis) results for the ion C3H9N2S with charge +1.

Structure (XYZ):
```
15
Properties=species:S:1:pos:R:3
C 2.164 -0.484 0.198
C -0.146 0.156 -0.234
C -2.650 -0.151 0.111
N 3.472 -0.540 0.046
N -1.470 0.788 0.155
S 1.339 0.963 0.024
H 1.460 -1.459 0.233
H -0.391 -0.118 -1.181
H -2.515 -0.943 0.955
H -3.499 0.365 0.232
H -2.819 -0.480 -0.958
H 3.954 0.332 -0.101
H 3.956 -1.337 -0.294
H -1.271 1.216 1.121
H -1.583 1.690 -0.307
```

Values from the calculation:
HOMO-LUMO gap	0.2803	Ha
LUMO energy	-3.9	eV
molecular weight	105.19	u
net charge	+1
highest occupied orbital energy	-11.49	eV

=====

It is <A> that is the most stable of them.

=====

<A>
DFT (the ωB97M-V functional and the def2-TZVPD basis) results for the ion C3H9N2S with charge +1.

Structure (XYZ):
```
15
Properties=species:S:1:pos:R:3
C 0.655 -0.917 0.498
C -0.668 -0.501 1.210
C 0.321 1.102 -0.754
N -2.643 -0.034 -0.757
N 1.275 0.284 -0.149
S -1.489 0.838 0.101
H 1.262 -1.360 1.280
H 0.456 -1.825 -0.255
H -1.328 -1.400 1.165
H -0.768 -0.008 2.164
H 0.557 2.236 -0.699
H 0.118 0.917 -1.867
H -3.537 0.373 -0.794
H 1.897 0.724 0.539
H -2.546 -0.447 -1.940
```

Values from the calculation:
HOMO-LUMO gap	0.3841	Ha
LUMO energy	-3.7	eV
molecular weight	105.19	u
net charge	+1
highest occupied orbital energy	-14.15	eV

=====

<B>
DFT (the ωB97M-V functional and the def2-TZVPD basis) results for the ion C3H9N2S with charge +1.

Structure (XYZ):
```
15
Properties=species:S:1:pos:R:3
C -0.664 -0.859 -0.239
C 0.288 -1.752 -0.971
C -0.658 1.540 0.156
N -0.096 2.569 0.761
N -0.101 0.409 0.417
S 1.704 -2.369 0.179
H -1.471 -0.592 -0.975
H -0.947 -1.377 0.664
H -0.194 -2.650 -1.276
H 0.747 -1.390 -1.870
H -1.275 1.597 -0.754
H 0.659 2.251 1.414
H -0.388 3.542 0.531
H 0.366 0.256 1.224
H 2.030 -1.174 0.739
```

Values from the calculation:
HOMO-LUMO gap	0.3237	Ha
LUMO energy	-4.1	eV
molecular weight	105.19	u
net charge	+1
highest occupied orbital energy	-12.86	eV

=====

It is <B> that is the most stable of them.

=====

<A>
DFT (the ωB97M-V functional and the def2-TZVPD basis) results for a cluster of 2 separate species, C4H14N3 in total.

Structure (XYZ):
```
21
Properties=species:S:1:pos:R:3
C -1.885 0.950 -2.068
C -1.013 -1.120 -0.904
N -1.238 -0.324 -2.027
N -1.624 -0.803 0.310
N -0.057 -2.123 -0.991
H -1.059 -0.776 -2.900
H -2.427 -0.212 0.363
H -1.312 -1.106 1.210
H 0.770 -1.908 -1.534
H 0.106 -2.634 -0.152
H -2.182 1.123 -3.106
H -1.317 1.774 -1.646
H -2.807 0.938 -1.468
C 2.374 1.405 1.677
C 1.628 0.178 2.137
H 3.330 1.177 1.209
H 1.916 1.900 0.825
H 2.630 2.110 2.463
H 1.293 -0.393 1.258
H 2.197 -0.558 2.721
H 0.677 0.402 2.623
```

Values from the calculation:
HOMO-LUMO gap (spin up / spin down)	0.1730 / 0.3557	Ha
LUMO energy (spin up / spin down)	1.0 / 0.9	eV
molecular weight	104.18	u
2S+1	2
highest occupied orbital energy (spin up / spin down)	-3.70 / -8.80	eV

=====

<B>
DFT (the ωB97M-V functional and the def2-TZVPD basis) results for an isolated molecule of C4H14N3.

Structure (XYZ):
```
21
Properties=species:S:1:pos:R:3
N -0.503 0.513 -2.002
C -0.406 -0.932 -1.702
C 0.793 -1.344 -0.789
N 1.059 -0.149 0.067
C 0.682 -0.338 1.481
C -0.588 0.492 1.772
N -0.260 1.957 1.774
H -0.046 1.050 -1.239
H -1.495 0.813 -2.153
H 0.115 0.733 -2.813
H -0.347 -1.459 -2.649
H -1.341 -1.311 -1.314
H 1.604 -1.637 -1.459
H 0.611 -2.212 -0.164
H 2.057 0.039 0.109
H 0.352 -1.317 1.835
H 1.506 -0.131 2.165
H -1.013 0.266 2.759
H -1.368 0.277 1.040
H -0.880 2.412 2.435
H -0.533 2.278 0.847
```

Values from the calculation:
HOMO-LUMO gap (spin up / spin down)	0.1596 / 0.3782	Ha
LUMO energy (spin up / spin down)	0.9 / 0.8	eV
molecular weight	104.18	u
2S+1	2
highest occupied orbital energy (spin up / spin down)	-3.40 / -9.50	eV

=====

It is <A> that is the most stable of them.